(1)
76
Properties=species:S:1:pos:R:3:lowdin_charge:R:1 method="wB97M-V/def2-TZVPD" homo_energy_ha=-0.36428 lumo_energy_ev=-3.8 charge=+1 relative_energy_ev=0.7299 e_tot_ha=-5063.60538 homo_lumo_gap_ev=6.1
Ti 0.22 1.99 0.76 0.544
O 2.56 2.70 2.38 -0.066
N 2.35 1.66 1.49 -0.122
C 3.38 1.00 1.15 -0.054
C 3.46 -0.17 0.27 -0.216
C 4.75 -0.46 -0.16 -0.022
C 5.01 -1.58 -0.94 -0.044
C 3.98 -2.44 -1.24 -0.034
C 2.69 -2.17 -0.80 -0.061
C 2.39 -1.03 -0.06 -0.293
P 0.67 -0.77 0.55 1.138
C -0.27 -1.73 -0.70 -0.363
C -0.06 -1.47 -2.06 -0.130
C -0.74 -2.17 -3.03 -0.061
C -1.65 -3.16 -2.67 -0.060
C -1.85 -3.45 -1.33 -0.075
C -1.16 -2.74 -0.35 -0.112
C 0.64 -1.82 2.05 -0.348
C -0.58 -2.01 2.70 -0.129
C -0.64 -2.77 3.86 -0.051
C 0.52 -3.33 4.38 -0.061
C 1.73 -3.14 3.74 -0.063
C 1.80 -2.39 2.58 -0.071
H 3.52 2.85 2.47 0.125
H 4.34 1.32 1.56 0.148
H 5.56 0.20 0.12 0.120
H 6.02 -1.78 -1.27 0.117
H 4.16 -3.34 -1.82 0.119
H 1.90 -2.87 -1.03 0.116
H 0.68 -0.74 -2.36 0.090
H -0.56 -1.96 -4.08 0.111
H -2.19 -3.72 -3.43 0.112
H -2.54 -4.23 -1.04 0.114
H -1.33 -2.99 0.68 0.089
H -1.48 -1.56 2.30 0.065
H -1.59 -2.91 4.35 0.114
H 0.47 -3.91 5.29 0.111
H 2.64 -3.58 4.15 0.110
H 2.75 -2.25 2.09 0.101
O -2.02 5.05 -4.01 -0.019
C -1.69 4.76 -2.90 -0.979
S -2.77 4.00 -1.71 1.012
C -1.56 3.78 -0.47 -1.072
C -0.32 4.31 -0.70 -1.094
S 1.03 4.11 0.37 0.731
S -0.06 5.09 -2.24 1.011
S -1.93 2.76 0.88 0.707
F -1.41 0.76 3.02 -0.021
C -0.26 1.52 2.90 -0.454
F 0.74 0.78 3.48 0.022
C -0.50 2.69 3.90 -0.623
F -1.74 3.17 3.80 0.121
F 0.34 3.70 3.68 0.136
F -0.33 2.29 5.16 0.169
N 0.39 1.65 -5.55 0.167
C 0.36 1.60 -4.20 -0.295
C 1.53 1.73 -3.43 0.010
C 1.44 1.71 -2.07 -0.152
N 0.28 1.54 -1.40 -0.101
C -0.83 1.35 -2.14 -0.183
C -0.84 1.39 -3.51 0.001
H 1.24 1.90 -6.03 0.116
H -0.46 1.67 -6.08 0.119
H 2.49 1.88 -3.91 0.125
H 2.33 1.86 -1.47 0.108
H -1.75 1.18 -1.59 0.052
H -1.77 1.26 -4.03 0.137
C -4.70 0.50 2.03 -0.438
Te -3.72 -0.27 0.30 1.158
C -4.99 -1.96 0.12 -0.449
H -4.72 -0.27 2.80 0.009
H -5.70 0.82 1.78 0.005
H -4.11 1.35 2.39 -0.030
H -4.65 -2.53 -0.74 -0.020
H -6.02 -1.64 -0.04 0.002
H -4.92 -2.57 1.02 0.005

=====

(2)
73
Properties=species:S:1:pos:R:3:mulliken_spin:R:1 method="wB97M-V/def2-TZVPD" s_squared=0.8238 homo_energy_ha="-0.09808 / -0.09566" lumo_energy_ev="0.8 / 1.1" charge=-1 relative_energy_ev=1.0004 e_tot_ha=-5487.59949 homo_lumo_gap_ev="3.4 / 3.7" multiplicity=2
V 0.57 -0.29 -0.73 1.065
C 1.10 -2.55 -0.70 -0.042
C 1.94 -1.95 0.27 0.083
C 2.82 -1.05 -0.39 -0.022
C 2.51 -1.10 -1.77 -0.003
C 1.46 -2.04 -1.96 -0.015
C 0.93 -2.47 -3.30 -0.001
C 3.27 -0.38 -2.84 0.005
C 3.99 -0.35 0.21 -0.006
C 2.03 -2.34 1.71 0.001
C 0.09 -3.63 -0.42 0.005
H 1.61 -3.18 -3.77 0.000
H 0.81 -1.62 -3.98 -0.001
H -0.04 -2.96 -3.20 0.002
H 4.20 -0.90 -3.07 -0.001
H 3.53 0.63 -2.52 0.000
H 2.69 -0.31 -3.76 0.000
H 4.90 -0.94 0.06 0.000
H 3.86 -0.18 1.28 -0.001
H 4.15 0.64 -0.23 0.001
H 2.73 -3.17 1.83 -0.002
H 1.06 -2.68 2.10 0.001
H 2.38 -1.52 2.34 -0.004
H 0.58 -4.61 -0.37 0.002
H -0.67 -3.68 -1.20 0.001
H -0.42 -3.47 0.53 -0.002
N 0.85 2.72 -3.68 0.001
C 0.70 2.00 -2.55 -0.007
O 0.60 0.76 -2.62 0.005
C 0.66 2.68 -1.23 0.010
C -0.03 1.73 -0.27 -0.071
H 0.96 2.25 -4.56 0.000
H 0.98 3.72 -3.62 0.000
H 0.22 3.68 -1.33 0.002
H 1.70 2.82 -0.90 0.004
H -1.12 1.77 -0.39 -0.004
H 0.20 2.01 0.76 0.017
O -5.98 -3.28 1.77 0.032
N -5.40 -3.00 0.70 0.010
O -5.91 -3.28 -0.42 0.020
C -4.18 -2.32 0.76 0.020
C -3.68 -2.02 2.03 0.043
C -2.44 -1.38 2.19 0.024
C -1.90 -0.98 3.44 -0.023
C -0.70 -0.33 3.48 0.003
C 0.02 -0.11 2.30 0.027
N -0.44 -0.51 1.13 -0.073
C -1.66 -1.08 1.05 -0.021
C -2.19 -1.32 -0.26 0.006
N -1.42 -0.89 -1.28 -0.084
C -1.89 -0.99 -2.53 0.005
C -3.12 -1.55 -2.80 0.001
C -3.91 -2.03 -1.76 0.000
C -3.46 -1.92 -0.44 0.004
H -4.27 -2.28 2.89 0.007
H -2.47 -1.17 4.34 -0.001
H -0.29 0.03 4.42 0.001
H 0.97 0.42 2.30 -0.021
H -1.24 -0.61 -3.31 -0.004
H -3.46 -1.62 -3.82 -0.001
H -4.87 -2.48 -1.95 0.004
F -1.67 6.20 3.06 0.000
C -0.61 5.41 2.79 -0.001
C -0.35 4.30 3.58 -0.001
F -1.15 4.02 4.62 0.000
C 0.74 3.50 3.30 0.001
F 0.93 2.44 4.10 0.000
C 1.61 3.73 2.23 0.000
Se 3.03 2.56 1.80 -0.001
C 1.31 4.86 1.47 0.000
F 2.07 5.20 0.42 0.000
C 0.23 5.68 1.73 -0.001
F -0.02 6.75 0.96 0.000

=====

(3)
66
Properties=species:S:1:pos:R:3:lowdin_charge:R:1 method="wB97M-V/def2-TZVPD" homo_energy_ha=-0.29875 lumo_energy_ev=-1.0 charge=0 relative_energy_ev=0.0000 e_tot_ha=-1965.73469 homo_lumo_gap_ev=7.1
C -5.45 0.76 -2.89 -0.042
N -5.18 0.39 -1.48 -0.134
C -5.85 -0.79 -1.01 -0.221
C -5.70 -2.02 -1.69 -0.031
C -6.22 -3.19 -1.14 -0.088
C -6.99 -3.15 0.04 -0.092
C -7.23 -1.91 0.67 -0.088
C -6.66 -0.74 0.16 -0.011
C -3.91 0.76 -0.95 -0.222
C -3.75 1.84 -0.05 0.010
C -2.49 2.18 0.45 -0.028
C -1.32 1.51 0.04 -0.210
C -0.03 2.01 0.55 -0.001
C 1.23 1.70 -0.08 -0.194
C 2.43 1.76 0.68 -0.003
C 3.62 1.31 0.17 -0.002
C 3.70 0.91 -1.18 -0.194
N 4.94 0.38 -1.67 -0.129
C 5.21 0.58 -3.07 -0.072
C 5.47 -0.75 -1.03 -0.229
C 5.29 -2.02 -1.65 -0.020
C 5.79 -3.16 -1.06 -0.088
C 6.57 -3.08 0.11 -0.086
C 6.81 -1.82 0.70 -0.085
C 6.26 -0.67 0.15 -0.021
C 2.54 0.93 -1.98 0.000
C 1.31 1.25 -1.41 -0.029
C -1.51 0.32 -0.71 -0.016
C -2.76 0.03 -1.29 0.014
H -5.06 1.75 -3.05 0.083
H -4.99 0.07 -3.58 0.068
H -6.52 0.76 -3.05 0.088
H -5.13 -2.04 -2.60 0.097
H -6.02 -4.15 -1.62 0.101
H -7.42 -4.06 0.46 0.102
H -7.87 -1.86 1.56 0.104
H -6.81 0.23 0.64 0.106
H -4.63 2.43 0.24 0.114
H -2.40 3.08 1.08 0.121
H -0.08 2.98 1.04 0.115
H 2.45 2.17 1.72 0.116
H 4.57 1.24 0.77 0.119
H 6.26 0.39 -3.24 0.097
H 4.60 -0.05 -3.71 0.064
H 5.01 1.64 -3.30 0.103
H 4.73 -2.04 -2.57 0.106
H 5.59 -4.13 -1.53 0.102
H 7.01 -3.98 0.54 0.103
H 7.46 -1.74 1.58 0.106
H 6.44 0.32 0.58 0.101
H 2.59 0.59 -3.05 0.124
H 0.43 1.17 -2.02 0.100
H -0.65 -0.35 -0.97 0.126
H -2.86 -0.79 -2.03 0.118
C -0.08 1.50 2.57 0.003
C 0.85 2.33 3.44 -0.425
O 1.09 3.53 3.31 0.056
N 1.47 1.65 4.51 0.098
C 1.37 0.32 4.87 -0.846
S 2.30 -0.38 6.07 0.607
N 0.46 -0.37 4.09 0.100
C -0.36 0.16 3.06 -0.402
O -1.29 -0.57 2.66 0.058
H -1.08 2.04 2.74 0.163
H 2.14 2.21 5.07 0.154
H 0.31 -1.37 4.37 0.163

=====

(4)
69
Properties=species:S:1:pos:R:3:mulliken_spin:R:1 method="wB97M-V/def2-TZVPD" s_squared=0.7980 homo_energy_ha="-0.51055 / -0.48334" lumo_energy_ev="-6.4 / -6.4" charge=+2 relative_energy_ev=2.7871 e_tot_ha=-3850.11180 homo_lumo_gap_ev="7.5 / 6.8" multiplicity=2
V -0.35 0.08 -0.61 1.184
C 4.12 0.12 2.94 0.000
S 4.30 0.74 1.26 0.000
C 2.64 0.86 0.74 0.002
S 2.76 1.38 -0.98 0.004
N 1.67 0.65 1.54 -0.014
N 0.36 0.77 1.06 -0.042
C -0.46 1.36 1.88 -0.048
C -1.80 1.44 1.39 -0.007
C -2.86 2.05 2.05 -0.003
C -4.10 2.08 1.45 -0.019
C -4.26 1.51 0.18 0.001
C -3.19 0.92 -0.43 -0.022
N -1.96 0.88 0.16 -0.021
H 5.12 0.20 3.36 0.000
H 3.80 -0.92 2.94 0.000
H 3.43 0.74 3.50 0.000
H -0.11 1.74 2.83 0.003
H -2.70 2.48 3.03 0.001
H -4.94 2.54 1.94 -0.001
H -5.22 1.52 -0.32 0.000
H -3.27 0.45 -1.40 -0.008
C -2.61 5.32 -0.67 0.000
C -1.23 4.86 -0.32 0.001
C -0.42 5.52 0.61 -0.001
C 0.82 4.99 0.89 -0.001
N 1.28 3.88 0.28 -0.002
C 0.45 3.38 -0.58 0.002
S 0.91 1.92 -1.58 -0.012
N -0.77 3.75 -0.92 0.000
H -2.70 6.40 -0.59 0.000
H -3.33 4.88 0.03 -0.001
H -2.87 5.00 -1.67 0.000
H -0.76 6.42 1.09 0.000
H 1.48 5.46 1.61 0.000
C -0.56 -7.27 0.89 -0.001
C 0.56 -6.91 0.16 0.000
C 0.81 -5.57 -0.13 0.000
C -0.08 -4.61 0.34 0.000
C -1.20 -4.97 1.10 -0.001
C -1.43 -6.31 1.37 0.000
Sb 0.22 -2.61 -0.16 0.009
C -1.31 -2.41 -1.66 -0.042
C -2.34 -3.31 -1.88 -0.002
C -3.26 -3.10 -2.91 0.002
C -3.17 -1.97 -3.72 0.001
C -2.16 -1.05 -3.52 0.007
C -1.25 -1.28 -2.49 0.044
C 1.84 -2.74 -1.50 -0.010
C 1.68 -3.27 -2.78 -0.001
C 2.76 -3.37 -3.63 0.000
C 4.02 -2.94 -3.22 0.000
C 4.19 -2.42 -1.94 0.001
C 3.11 -2.31 -1.08 0.002
H -0.74 -8.32 1.11 0.000
H 1.25 -7.67 -0.20 0.000
H 1.68 -5.30 -0.70 0.000
H -1.88 -4.22 1.48 0.000
H -2.30 -6.59 1.95 0.000
H -2.42 -4.20 -1.27 0.000
H -4.04 -3.82 -3.08 0.000
H -3.89 -1.82 -4.52 0.000
H -2.07 -0.18 -4.16 0.000
H -0.40 -0.58 -2.46 -0.011
H 0.71 -3.62 -3.12 0.001
H 2.64 -3.79 -4.62 0.000
H 4.87 -3.02 -3.89 0.000
H 5.17 -2.09 -1.62 0.000
H 3.26 -1.92 -0.08 0.000